#i
{"formula": "C10H16N2", "method": "the ωB97M-V functional and the def2-TZVPD basis", "total_charge": 0, "e_lumo_ev": [0.19, 0.18], "gap_ev": [7.5, 7.5], "species": ["C", "C", "C", "C", "C", "C", "C", "C", "C", "C", "N", "N", "H", "H", "H", "H", "H", "H", "H", "H", "H", "H", "H", "H", "H", "H", "H", "H"], "coordinates": [[3.21682, -1.46132, -0.89387], [3.61073, -0.18939, -0.54611], [2.19754, -1.92497, -0.01635], [2.81218, 0.20547, 0.61899], [-1.28846, -1.89258, -0.80947], [-2.43546, -1.57225, 0.07184], [-1.76285, -0.49460, -0.75691], [-0.80994, 3.19217, 0.41399], [-1.43275, 1.94356, -0.16249], [-1.05191, 0.67579, -0.06172], [1.87945, -0.91871, 0.81338], [1.03700, -0.89528, 1.84642], [3.43720, -2.09086, -1.67100], [4.09680, 0.60791, -1.16671], [1.56802, -2.69498, -0.17475], [3.20948, 0.52673, 1.61848], [-0.32677, -2.12311, -0.44407], [-1.54422, -2.23257, -1.79038], [-3.34757, -2.06432, -0.06419], [-2.18960, -1.47986, 1.12363], [-2.33596, -0.19969, -1.59739], [0.19445, 3.01295, 0.83755], [-0.98362, 3.96437, -0.44693], [-1.39345, 3.53344, 1.27314], [-2.35312, 2.11259, -0.87183], [2.03541, 1.00718, 0.43114], [-0.24774, 0.19131, 0.62262], [0.40986, -1.60784, 1.75203]], "mulliken_charge": [-0.548, -0.494, -0.384, -0.210, 0.039, -0.632, -0.249, -0.965, -0.161, -0.097, 0.703, -1.163, 0.472, 0.320, 0.703, 0.345, -0.445, 0.352, 0.296, 0.234, 0.393, 0.266, 0.259, 0.264, 0.185, 0.023, 0.229, 0.268]}


#ii
{"formula": "C10H16N2", "method": "the ωB97M-V functional and the def2-TZVPD basis", "total_charge": 0, "smiles": "C/C(N)=C\\C#N.C#CC(C)(C)C", "e_lumo_ev": 0.70, "gap_ev": 9.4, "species": ["C", "C", "N", "C", "C", "N", "H", "H", "H", "H", "H", "H", "C", "C", "C", "C", "C", "C", "H", "H", "H", "H", "H", "H", "H", "H", "H", "H"], "coordinates": [[2.74691, 0.14157, 0.83022], [2.73881, 0.86753, -0.40704], [3.55554, 0.43569, -1.49408], [1.98607, 1.98183, -0.52388], [1.32721, 2.37947, 0.64148], [0.80348, 2.75520, 1.59805], [2.79611, -0.97516, 0.68837], [1.79482, 0.35428, 1.30785], [3.61033, 0.37764, 1.53323], [4.19104, -0.27154, -1.37396], [3.14256, 0.62913, -2.43405], [1.77047, 2.55519, -1.40522], [0.01412, -2.01847, -1.01557], [-0.79545, -1.27691, -0.57646], [-1.94800, -0.64721, 0.06070], [-1.80045, -0.82835, 1.50380], [-1.88537, 0.90169, -0.31143], [-3.24052, -1.34738, -0.46237], [0.91317, -2.65515, -1.15007], [-2.41710, -0.26637, 2.10221], [-1.90018, -1.92253, 1.67689], [-0.80312, -0.53577, 1.93303], [-1.05463, 1.37510, 0.08706], [-2.78736, 1.26302, 0.31143], [-1.95537, 1.08185, -1.35045], [-3.31008, -1.02452, -1.47054], [-4.17003, -0.89046, 0.01987], [-3.32298, -2.43937, -0.31908]], "mulliken_charge": [-0.861, 0.864, -0.481, -0.563, 0.063, -0.506, 0.334, 0.084, 0.286, 0.200, 0.214, 0.348, 0.072, -1.259, 2.108, -1.636, -1.144, -1.605, 0.411, 0.468, 0.398, 0.238, 0.129, 0.329, 0.399, 0.417, 0.329, 0.365]}


#iii
{"formula": "C10H16N2", "method": "the ωB97M-V functional and the def2-TZVPD basis", "total_charge": 0, "smiles": "C1=C(CC2=NCCN2)CCCC1", "e_lumo_ev": 0.87, "gap_ev": 9.0, "species": ["C", "C", "C", "C", "N", "C", "C", "N", "C", "C", "C", "C", "H", "H", "H", "H", "H", "H", "H", "H", "H", "H", "H", "H", "H", "H", "H", "H"], "coordinates": [[-1.64989, 1.22091, -0.35630], [-0.36713, 0.71976, -0.55237], [0.86983, 1.33989, 0.10168], [1.53165, 0.51547, 1.15049], [2.12476, 1.04481, 2.17075], [2.61004, -0.03203, 3.06309], [2.12374, -1.31310, 2.54381], [1.65370, -0.85339, 1.24069], [-0.03772, -0.36158, -1.59027], [-1.16599, -0.44782, -2.61772], [-2.54470, -0.58174, -1.91748], [-2.85867, 0.62821, -1.09475], [-1.81001, 2.00758, 0.37199], [1.58564, 1.47271, -0.69663], [0.60785, 2.33858, 0.53896], [3.68877, -0.06700, 3.03573], [2.34766, 0.11898, 4.09934], [2.96543, -2.06406, 2.48414], [1.31258, -1.75053, 3.12670], [1.01318, -1.39467, 0.66825], [0.91243, -0.09324, -2.10416], [0.07137, -1.34166, -1.07959], [-1.00577, -1.26945, -3.28819], [-1.19213, 0.44205, -3.27311], [-2.57650, -1.47389, -1.26722], [-3.29384, -0.69533, -2.69686], [-3.66698, 0.46556, -0.33768], [-3.24930, 1.42497, -1.72327]], "mulliken_charge": [-0.748, 0.760, -0.911, 0.410, -0.704, -0.475, -0.434, -0.113, -0.445, -0.995, -0.655, -0.637, 0.409, 0.354, 0.294, 0.280, 0.301, 0.247, 0.276, 0.193, 0.359, 0.185, 0.396, 0.363, 0.291, 0.317, 0.363, 0.321]}


Which one sits at the bottom of the stability order? #i does.


#i
{"formula": "C6H14N2O2", "method": "the ωB97M-V functional and the def2-TZVPD basis", "total_charge": 0, "smiles": "CNC(C)=O.CNC(C)=O", "e_lumo_ev": 0.46, "gap_ev": 10.0, "species": ["C", "N", "C", "C", "O", "H", "H", "H", "H", "H", "H", "H", "C", "N", "C", "C", "O", "H", "H", "H", "H", "H", "H", "H"], "coordinates": [[1.19042, -1.52964, -0.80575], [1.35848, -0.42357, 0.18653], [2.40830, -0.16877, 0.95771], [2.68540, 1.21819, 1.45077], [3.29559, -1.04837, 0.99588], [1.92528, -2.11111, -1.01309], [0.31427, -2.13167, -0.64842], [0.88084, -1.14455, -1.84765], [0.47121, 0.22026, 0.08692], [2.88851, 1.17537, 2.60279], [3.48403, 1.56323, 0.79878], [1.75470, 1.85482, 1.14358], [-1.72246, 0.86171, -2.08072], [-1.84506, -0.02891, -0.96648], [-1.97047, 0.49491, 0.31654], [-2.14734, -0.51733, 1.39674], [-1.92506, 1.73701, 0.54636], [-1.23176, 0.45464, -2.89412], [-2.81724, 1.26478, -2.32386], [-1.01013, 1.62793, -1.66812], [-1.47715, -1.11508, -1.15703], [-2.20629, -1.46672, 0.97538], [-1.23315, -0.57477, 2.00272], [-3.07090, -0.21235, 1.94456]], "mulliken_charge": [-1.175, -0.007, 0.732, -0.761, -0.687, 0.528, 0.343, 0.282, 0.042, 0.266, 0.247, 0.198, -0.840, -0.246, 0.534, -0.920, -0.617, 0.413, 0.218, 0.281, 0.286, 0.334, 0.258, 0.295]}


#ii
{"formula": "C6H14N2O2", "method": "the ωB97M-V functional and the def2-TZVPD basis", "total_charge": 0, "smiles": "CNC(C)=O.CNC(C)=O", "e_lumo_ev": 0.60, "gap_ev": 9.7, "species": ["C", "N", "C", "C", "O", "H", "H", "H", "H", "H", "H", "H", "C", "N", "C", "C", "O", "H", "H", "H", "H", "H", "H", "H"], "coordinates": [[0.49574, 0.73710, 2.71220], [1.67270, 0.29082, 1.94342], [1.53078, -0.74383, 1.05762], [2.75318, -1.16715, 0.28069], [0.41248, -1.17058, 0.80536], [-0.30645, 0.01469, 2.61605], [0.73961, 0.61882, 3.77400], [0.08671, 1.69254, 2.40527], [2.49788, 0.54935, 2.43017], [3.04275, -2.17585, 0.56423], [2.36023, -1.14751, -0.73617], [3.57133, -0.48266, 0.48838], [-2.01398, -1.43718, -2.30283], [-1.47073, -0.41450, -1.44344], [-1.91493, 0.88663, -1.43135], [-1.02038, 1.82316, -0.67874], [-2.78607, 1.26421, -2.18432], [-1.30557, -2.17892, -2.65725], [-2.96732, -1.80801, -1.93518], [-2.25823, -0.91692, -3.23994], [-0.85861, -0.63204, -0.66605], [-0.47123, 2.37651, -1.46161], [-1.66079, 2.54971, -0.17974], [-0.12908, 1.47159, -0.16076]], "mulliken_charge": [-0.922, -0.250, 0.800, -1.024, -0.748, 0.321, 0.380, 0.262, 0.247, 0.299, 0.266, 0.326, -0.994, -0.022, 0.628, -0.690, -0.644, 0.334, 0.300, 0.332, 0.260, 0.238, 0.276, 0.026]}


Which one sits at the bottom of the stability order? #i does.


#i
{"formula": "C21H23N3O2", "method": "the ωB97M-V functional and the def2-TZVPD basis", "total_charge": 0, "smiles": "Cc1ccc(-c2noc(CN(C(=O)Cc3ccccc3)C(C)C)n2)cc1", "e_lumo_ev": 0.66, "gap_ev": 9.4, "species": ["C", "C", "C", "C", "C", "C", "N", "O", "C", "C", "N", "C", "O", "C", "C", "C", "C", "C", "C", "C", "C", "C", "C", "N", "C", "C", "H", "H", "H", "H", "H", "H", "H", "H", "H", "H", "H", "H", "H", "H", "H", "H", "H", "H", "H", "H", "H", "H", "H"], "coordinates": [[6.18618, 1.26814, -1.02750], [4.99151, 0.56493, -0.46100], [3.81076, 0.46979, -1.18909], [2.70245, -0.16149, -0.66074], [2.75578, -0.71155, 0.61734], [1.58968, -1.36357, 1.17330], [1.52525, -1.87566, 2.37558], [0.25820, -2.35817, 2.49211], [-0.35629, -2.09971, 1.33777], [-1.78105, -2.48529, 1.12887], [-2.39583, -1.55803, 0.19696], [-2.29243, -0.25245, 0.57725], [-1.90658, 0.02261, 1.69513], [-2.66639, 0.81650, -0.44196], [-2.20582, 2.16215, 0.04682], [-3.10837, 3.14612, 0.41976], [-2.65893, 4.37191, 0.88048], [-1.30168, 4.62099, 0.97915], [-0.39436, 3.63946, 0.61599], [-0.84398, 2.41815, 0.15063], [-2.81546, -2.05122, -1.10389], [-3.92418, -3.09598, -0.95599], [-1.62735, -2.59279, -1.90200], [0.41462, -1.50408, 0.48312], [3.93403, -0.61845, 1.35572], [5.03566, 0.01283, 0.81616], [6.17315, 1.24493, -2.11463], [6.18533, 2.31213, -0.71186], [7.10823, 0.81269, -0.67342], [3.76226, 0.89547, -2.18146], [1.78649, -0.23789, -1.22635], [-1.83593, -3.49917, 0.73322], [-2.28705, -2.44907, 2.09954], [-3.74843, 0.81216, -0.59144], [-2.17213, 0.59040, -1.38921], [-4.17043, 2.95447, 0.35283], [-3.37147, 5.13167, 1.16772], [-0.95105, 5.57584, 1.34284], [0.66676, 3.82498, 0.69846], [-0.13530, 1.64893, -0.12129], [-3.23999, -1.20358, -1.64448], [-3.55748, -4.01284, -0.50188], [-4.73006, -2.70388, -0.34049], [-4.32366, -3.34216, -1.93630], [-1.91065, -2.73537, -2.94153], [-0.79728, -1.89338, -1.84946], [-1.28816, -3.54703, -1.50735], [3.96326, -1.04605, 2.34546], [5.94814, 0.08160, 1.39113]], "mulliken_charge": [-1.435, 1.033, -0.781, -0.328, 0.272, 0.320, -0.563, -0.200, 0.477, -0.685, 0.262, 0.798, -0.629, -0.930, 0.260, -0.447, -0.657, -0.411, -0.663, -0.163, 0.055, -1.544, -1.200, -0.165, -0.759, -0.629, 0.368, 0.269, 0.380, 0.359, 0.389, 0.423, 0.316, 0.473, 0.350, 0.347, 0.382, 0.372, 0.399, 0.433, 0.452, 0.309, 0.400, 0.457, 0.453, 0.195, 0.321, 0.481, 0.385]}


#ii
{"formula": "C21H23N3O2", "method": "the ωB97M-V functional and the def2-TZVPD basis", "total_charge": 0, "smiles": "O[C@@H](COc1ccc(-c2ccn[nH]2)cc1)CN1CCc2ccccc2C1", "e_lumo_ev": 0.62, "gap_ev": 8.8, "species": ["O", "C", "C", "O", "C", "C", "C", "C", "C", "C", "C", "N", "N", "C", "C", "C", "N", "C", "C", "C", "C", "C", "C", "C", "C", "C", "H", "H", "H", "H", "H", "H", "H", "H", "H", "H", "H", "H", "H", "H", "H", "H", "H", "H", "H", "H", "H", "H", "H"], "coordinates": [[-0.82336, -1.92453, 3.40403], [0.32304, -1.25833, 2.80165], [0.80191, -1.97511, 1.54418], [-0.21894, -2.00542, 0.53970], [0.05571, -2.65174, -0.63092], [-0.93574, -2.73728, -1.57962], [-0.77171, -3.44863, -2.77190], [0.48503, -3.99304, -3.09998], [0.78813, -4.59043, -4.43527], [1.82858, -5.42633, -4.85381], [1.73123, -5.46601, -6.29879], [0.72850, -4.71602, -6.73975], [0.13555, -4.24917, -5.61226], [1.50553, -3.88293, -2.18416], [1.28779, -3.29742, -0.92347], [-0.09065, 0.19449, 2.48862], [-0.77368, 0.80974, 3.66383], [0.02974, 0.97210, 4.92320], [1.12562, 2.05135, 4.68468], [0.57329, 3.28036, 3.95569], [1.32942, 4.46479, 3.85114], [0.90870, 5.58562, 3.11270], [-0.31046, 5.54880, 2.44405], [-1.08872, 4.35921, 2.49694], [-0.64083, 3.22146, 3.20359], [-1.53159, 2.04452, 3.33503], [-1.31434, -1.26351, 3.94176], [1.09630, -1.30166, 3.53778], [1.73620, -1.50757, 1.16999], [1.08688, -2.99946, 1.83063], [-1.87557, -2.26610, -1.33293], [-1.57796, -3.48003, -3.48479], [2.53952, -5.89773, -4.20978], [2.48945, -5.94535, -6.92877], [-0.65908, -3.63588, -5.59420], [2.48139, -4.33502, -2.45418], [2.07733, -3.28412, -0.19824], [-0.81199, 0.18120, 1.60777], [0.80055, 0.75555, 2.16357], [-0.67604, 1.34332, 5.67178], [0.47080, 0.01794, 5.27133], [1.94111, 1.60790, 4.08593], [1.51618, 2.40385, 5.65410], [2.28863, 4.51850, 4.33207], [1.54403, 6.48318, 3.05668], [-0.63210, 6.34734, 1.77419], [-2.08586, 4.32486, 2.06944], [-2.10340, 1.86806, 2.40841], [-2.22892, 2.29610, 4.12279]], "mulliken_charge": [-0.646, -0.025, -0.973, -0.332, 0.511, -0.305, -0.955, 0.897, 0.281, -0.473, -0.382, -0.935, 0.357, -0.835, -0.416, -0.585, 0.036, -0.953, -0.776, 0.557, -0.592, -0.608, -0.490, -0.721, 1.421, -1.868, 0.459, 0.349, 0.526, 0.494, 0.402, 0.358, 0.417, 0.403, 0.205, 0.218, 0.400, 0.483, 0.217, 0.450, 0.287, 0.272, 0.527, 0.428, 0.348, 0.355, 0.378, 0.441, 0.394]}


Which one sits at the bottom of the stability order? #ii does.